{
  "formula": "CN2O2S",
  "method": "ωB97M-V/def2-TZVPD",
  "elements": ["N", "O", "N", "S", "C", "O"],
  "xyz": [[1.81998, 0.53198, -0.11964], [0.50111, -1.02778, 0.16099], [1.77429, -0.62126, -0.13719], [-1.98460, -0.01475, -0.06907], [-0.29886, 0.07493, 0.09736], [0.54725, 1.07921, 0.12886]],
  "forces_ev_per_angstrom": [[1.4, 6.2, -0.2], [-1.2, -1.1, -0.6], [-0.1, -5.3, 0.6], [2.9, 0.5, 0.5], [-2.7, -1.4, 0.1], [-0.3, 1.1, -0.4]],
  "nbo_charge": [0.1311, -0.3151, 0.1479, -0.0804, 0.4339, -0.3174],
  "homo_lumo_gap_ev": 9.57,
  "relative_energy_kcal_mol": 87.7,
  "smiles": "S=c1onno1"
}

***

{
  "formula": "C36H33BLuN11",
  "method": "ωB97M-V/def2-TZVPD",
  "elements": ["N", "C", "C", "B", "C", "Lu", "C", "H", "C", "H", "H", "N", "C", "C", "H", "C", "C", "H", "N", "C", "H", "H", "N", "C", "N", "N", "H", "H", "H", "N", "C", "H", "C", "H", "H", "N", "C", "C", "H", "C", "H", "H", "C", "C", "H", "N", "C", "H", "H", "C", "C", "C", "H", "C", "H", "H", "H", "H", "H", "H", "C", "H", "C", "C", "H", "C", "H", "H", "C", "C", "C", "C", "N", "N", "C", "C", "C", "C", "H", "H", "C", "H"],
  "xyz": [[-0.99927, -1.36920, 1.81500], [0.31496, 4.08801, -1.83166], [3.02275, 1.68686, 1.20536], [1.06938, -1.40964, 3.26592], [-0.32888, 1.21650, -2.71872], [-0.00314, 0.34564, 0.46559], [-1.26055, -2.55662, 3.65263], [-0.13122, 2.91105, 2.71262], [3.40271, 4.03591, 1.04732], [0.99697, -4.19716, 3.75473], [-0.52415, 4.10888, -2.51253], [1.00221, 0.08834, 3.63122], [2.69846, -1.67092, -0.01540], [0.28400, 2.09697, 3.28805], [-5.27362, 2.77060, 0.41336], [-1.08410, -2.10038, -1.47168], [0.62679, 2.02303, 4.63838], [1.44558, 0.21405, 5.67740], [2.52961, -1.77097, 5.26721], [0.87609, 5.30172, -1.39377], [-2.96852, -1.42469, 1.13053], [-2.60760, 4.86390, -1.23815], [-0.64430, -0.85806, -1.52360], [-1.81304, 1.78480, 0.46863], [0.30448, 1.63128, -1.60757], [0.51480, 0.93519, 2.68421], [-4.73945, 3.08648, 2.06681], [2.34082, 6.25209, -0.16449], [-3.40625, -2.96248, 3.36938], [1.61737, -2.26198, 4.38899], [-2.48959, -2.51426, 3.03242], [-1.18177, 1.92359, -5.93766], [0.76900, 2.87985, -1.33009], [-2.23456, -0.30148, -5.76993], [-5.47304, 4.38403, 1.11262], [-0.36904, -1.88154, 2.90150], [-0.42707, 1.90424, -3.92931], [-1.55459, -0.65847, -3.74838], [4.68817, -2.56072, 0.43238], [-2.04084, -1.98007, -3.64769], [0.55849, 2.79258, 5.38497], [3.69590, -2.43164, 2.98819], [3.25480, -2.12761, 2.05317], [-2.83197, 4.98136, 1.49033], [-3.47381, 5.86361, 1.52788], [2.06774, 1.71090, 0.29904], [1.89565, 5.31714, -0.47878], [-1.84102, 5.28964, 1.15135], [-2.59116, -2.40216, -4.47923], [1.61744, -3.62117, 4.42035], [-4.81599, 3.51342, 1.06713], [1.76084, 2.89839, -0.28494], [2.64245, -1.52219, -1.08270], [-1.11999, 1.35746, -5.01896], [-2.74212, 4.58136, 2.50059], [-4.25634, 5.36823, -0.84360], [-2.13764, -3.72791, -2.41298], [0.06848, 2.85628, -4.04817], [4.54939, 2.73854, 2.30502], [0.48801, 6.22764, -1.79433], [2.52097, -4.02574, 5.36807], [-0.86995, -2.64208, -0.55739], [-3.57227, 4.51819, -0.86109], [-0.86087, -0.12888, -2.65354], [2.75020, -5.03406, 5.66261], [-1.69610, 0.11932, -4.93110], [3.91303, 4.94422, 1.34264], [3.80341, -2.68108, 6.62913], [-2.54740, 2.75741, 0.50985], [1.06723, 0.72741, 4.81217], [-3.43260, 3.92959, 0.54540], [-1.79749, -2.70834, -2.51752], [1.66344, -1.32800, 0.74880], [2.01645, -1.60477, 2.02859], [-2.27010, -1.75064, 1.88589], [2.36136, 4.10399, 0.09652], [3.75440, 2.82813, 1.57972], [3.73546, -2.18630, 0.75998], [3.21045, 0.73075, 1.68017], [-3.96504, 3.77356, -1.55438], [3.06081, -2.82241, 5.86075], [-0.96594, -3.00215, 4.58670]],
  "forces_ev_per_angstrom": [[0.0, 0.1, -0.2], [0.0, 0.2, 0.0], [0.0, 0.1, -0.1], [0.1, -0.1, 0.1], [0.1, 0.0, 0.1], [0.3, 0.3, -0.2], [0.1, 0.1, 0.0], [0.0, 0.0, 0.0], [0.0, 0.0, 0.0], [0.0, 0.0, 0.0], [0.0, 0.0, 0.0], [-0.2, 0.1, -0.1], [0.0, 0.0, 0.0], [0.0, 0.0, -0.1], [0.0, 0.0, 0.0], [0.0, -0.1, -0.1], [0.0, 0.0, -0.1], [0.0, 0.0, 0.0], [0.0, 0.0, -0.1], [0.0, -0.2, 0.0], [0.0, 0.0, 0.0], [0.0, 0.0, 0.0], [-0.2, 0.1, 0.0], [0.1, -0.2, 0.1], [-0.2, -0.3, 0.1], [0.0, -0.2, 0.2], [0.0, 0.0, 0.0], [0.0, 0.0, 0.0], [0.0, 0.0, 0.0], [0.1, -0.1, 0.0], [0.0, 0.0, 0.0], [0.0, 0.0, 0.0], [0.0, 0.0, 0.1], [0.0, 0.0, 0.0], [0.0, 0.0, 0.0], [-0.1, 0.1, -0.1], [-0.1, 0.0, -0.2], [0.0, -0.1, -0.1], [0.0, 0.0, 0.0], [0.0, 0.0, 0.0], [0.0, 0.0, 0.0], [0.1, 0.0, 0.0], [-0.1, 0.0, 0.1], [0.0, 0.0, 0.0], [0.0, 0.0, 0.0], [-0.1, 0.1, 0.2], [0.0, 0.0, 0.0], [0.0, 0.0, 0.0], [0.0, 0.0, 0.0], [0.1, -0.1, 0.1], [0.0, 0.0, 0.0], [-0.1, -0.1, -0.2], [0.0, 0.0, 0.0], [0.1, 0.1, 0.1], [0.0, 0.0, 0.0], [0.0, 0.0, 0.0], [0.0, 0.0, 0.0], [0.0, 0.0, 0.0], [0.0, 0.0, 0.0], [0.0, 0.0, 0.0], [-0.1, 0.0, -0.1], [0.0, 0.0, 0.0], [0.0, 0.0, -0.1], [0.0, 0.0, 0.1], [0.0, 0.0, 0.0], [0.0, -0.1, 0.0], [0.0, 0.0, 0.0], [0.0, 0.0, 0.0], [0.0, 0.0, -0.1], [0.0, 0.0, 0.0], [-0.1, 0.0, 0.2], [0.1, 0.1, 0.1], [0.1, 0.1, 0.1], [-0.1, -0.2, -0.1], [0.0, 0.1, 0.1], [0.0, 0.1, 0.0], [-0.1, -0.1, 0.0], [0.0, 0.0, 0.0], [0.0, 0.0, 0.0], [0.0, 0.0, 0.0], [0.0, 0.0, 0.1], [0.0, 0.0, 0.0]],
  "mulliken_charge": [0.0784, -0.4416, 0.1731, 0.4536, 0.3962, 2.6423, -0.2567, 0.4725, -0.8002, 0.5457, 0.6634, 0.4887, -0.3482, -0.3253, 0.3725, -0.1501, -1.4970, 0.5820, -1.0464, -1.3496, 0.5291, 0.1802, 0.0543, -0.5863, 0.0487, -0.0726, 0.3711, 0.4486, 0.4427, 0.4344, -1.4448, 0.4200, -0.2483, 0.4352, 0.3932, 0.1900, -0.7662, 0.7539, 0.4567, -0.6127, 0.4544, 0.4153, -0.2217, -1.6263, 0.4309, 0.1646, -0.8190, 0.2598, 0.4659, -0.3887, -1.7028, 0.5661, 0.4513, -1.0655, 0.3705, 0.4356, 0.4301, 0.7250, 0.4798, 0.4346, -0.8991, 0.5307, -1.4697, 0.3041, 0.4473, -0.8198, 0.4680, 0.4794, -0.4172, -0.0775, 1.9482, -1.2697, -0.2710, 0.6446, -0.3596, 1.1206, -1.1241, -1.3348, 0.1471, 0.3570, -0.3352, 0.5905],
  "homo_lumo_gap_ev": [7.51, 5.92],
  "total_charge": 1,
  "s2": 0.819,
  "spin_multiplicity": 2
}

***

{
  "formula": "C3H6O3",
  "method": "ωB97M-V/def2-TZVPD",
  "elements": ["H", "C", "H", "O", "O", "H", "O", "H", "C", "C", "H", "H"],
  "xyz": [[0.73300, 1.77201, 0.55700], [0.22609, 1.17254, -0.20461], [1.30880, -0.86825, 1.34283], [1.24073, 0.68983, -1.06515], [0.25679, -2.20195, 0.24307], [-1.43161, -1.39483, -0.49433], [-1.54936, -0.43100, -0.43382], [0.81016, 0.17409, -1.76040], [-0.55018, 0.02323, 0.43844], [0.43156, -1.10122, 0.71367], [-0.49214, 1.81225, -0.73515], [-0.98384, 0.35329, 1.39845]],
  "forces_ev_per_angstrom": [[-0.1, -0.1, -0.1], [-0.1, 0.2, 0.2], [-0.1, 0.0, 0.0], [-0.2, -0.1, -0.3], [0.1, 0.4, 0.3], [0.0, 0.1, -0.1], [0.0, -0.1, -0.1], [0.1, 0.1, 0.0], [0.2, 0.0, 0.1], [-0.1, -0.4, -0.1], [0.1, -0.1, 0.1], [0.1, 0.0, -0.1]],
  "nbo_charge": [0.1843, -0.0777, 0.1340, -0.7139, -0.5383, 0.4902, -0.7157, 0.4742, -0.0468, 0.4341, 0.1887, 0.1868],
  "homo_lumo_gap_ev": 11.26,
  "relative_energy_kcal_mol": 31.0,
  "smiles": "O=C[C@H](O)CO"
}

***

{
  "formula": "C4H7IN2",
  "method": "ωB97M-V/def2-TZVPD",
  "elements": ["H", "C", "C", "N", "I", "H", "H", "N", "C", "H", "H", "H", "H", "C"],
  "xyz": [[1.75915, 0.04373, -2.25661], [1.56791, 0.77197, -1.42474], [-1.85626, 0.42695, 0.09243], [-0.20805, -0.21345, 1.85826], [2.82041, -0.32398, 0.03068], [0.02283, 0.73632, 2.04641], [2.11787, 1.64922, -1.96059], [-0.66420, -2.55795, -0.65295], [-1.05514, -0.49228, 0.87449], [0.54427, 0.90871, -1.01818], [-2.06494, 1.52598, 0.38174], [-2.63876, 0.00024, -0.42846], [0.41023, -0.83817, 2.39632], [-0.75534, -1.63729, 0.06121]],
  "forces_ev_per_angstrom": [[-1.5, 0.3, 0.8], [2.1, -0.2, -1.9], [2.0, 0.5, 4.4], [1.5, 0.2, 2.4], [-0.3, 0.9, -0.4], [-0.3, 0.6, 0.1], [-1.1, -0.9, 2.0], [0.1, 1.7, 1.4], [-1.6, 2.7, -4.1], [0.9, -0.1, -0.6], [0.7, -1.9, -0.1], [-1.0, -1.0, -1.7], [-0.9, 0.0, -1.3], [-0.8, -2.9, -1.1]],
  "nbo_charge": [0.2352, -0.7435, -0.4867, -0.7773, 0.0280, 0.3977, 0.2386, -0.2979, 0.0971, 0.2430, 0.2024, 0.2122, 0.4198, 0.2314],
  "homo_lumo_gap_ev": 8.71,
  "relative_energy_kcal_mol": 57.1,
  "smiles": "C=C(N)C#N.CI"
}

***

{
  "formula": "CH18BeO8",
  "method": "ωB97M-V/def2-TZVPD",
  "elements": ["H", "H", "H", "H", "H", "O", "H", "H", "H", "O", "H", "O", "O", "H", "H", "H", "H", "H", "Be", "H", "O", "O", "H", "H", "H", "O", "C", "O"],
  "xyz": [[-23.53416, 19.65732, -6.61387], [-24.96000, 20.64985, -6.77219], [-22.30342, 22.97280, -2.02015], [-21.51450, 28.46471, -7.63537], [-20.26440, 27.17008, -2.31934], [-23.22669, 21.71095, -6.87184], [-25.75390, 25.47262, -4.10629], [-23.10905, 21.52025, -7.80533], [-20.05511, 27.91819, -3.61873], [-19.20865, 22.87106, -4.96499], [-18.34240, 23.00169, -4.57927], [-25.30116, 26.12796, -4.63713], [-20.53811, 27.18551, -3.23644], [-22.64328, 29.05061, -6.81412], [-18.75632, 25.59138, -7.97876], [-24.39325, 26.02584, -9.16179], [-24.02456, 20.60991, -5.24617], [-25.95709, 26.80822, -4.78951], [-21.84571, 24.99811, -5.80978], [-19.36857, 21.93088, -4.88298], [-19.67456, 25.66795, -8.23798], [-24.17750, 25.25258, -8.64049], [-23.64908, 23.56460, -2.38192], [-19.66765, 25.53970, -9.18653], [-24.69629, 24.54849, -9.02951], [-22.73944, 23.51680, -2.67604], [-23.96226, 20.61997, -6.33434], [-22.02145, 28.32323, -6.83586]],
  "forces_ev_per_angstrom": [[0.3, 0.0, -0.1], [-0.2, 0.0, 0.3], [0.3, -0.2, 0.2], [0.3, 0.0, -0.3], [0.1, -0.2, 0.4], [0.6, 0.6, 0.4], [-0.2, -0.2, 0.1], [0.1, 0.1, -0.1], [0.2, 0.3, -0.2], [-0.6, 0.5, -0.4], [0.3, 0.2, 0.2], [0.7, -0.2, -0.1], [-0.4, -0.4, -0.7], [-0.4, 0.2, 0.2], [0.4, -0.1, 0.2], [0.0, 0.3, -0.1], [0.1, 0.6, -0.1], [-0.2, 0.3, -0.2], [0.1, 0.1, -0.1], [-0.2, -0.4, 0.0], [-0.7, 0.1, 0.9], [0.5, -0.1, 0.5], [-0.3, 0.1, 0.1], [-0.2, -0.2, -0.5], [-0.2, -0.3, -0.1], [0.1, 0.4, -0.7], [-0.8, -0.8, -0.3], [0.3, -0.8, 0.4]],
  "nbo_charge": [0.1929, 0.1853, 0.4979, 0.4909, 0.4995, -0.7392, 0.4814, 0.4860, 0.4883, -0.9644, 0.4993, -0.9587, -0.9420, 0.5015, 0.4976, 0.4914, 0.1971, 0.4953, 1.7140, 0.4956, -0.9538, -0.9675, 0.4889, 0.5063, 0.4911, -0.9659, -0.2626, -0.9464],
  "homo_lumo_gap_ev": 2.95,
  "relative_energy_kcal_mol": 186.4,
  "total_charge": 2
}

***

{
  "formula": "C5H15N2O2",
  "method": "ωB97M-V/def2-TZVPD",
  "elements": ["H", "H", "N", "O", "H", "O", "H", "C", "C", "C", "N", "C", "H", "H", "H", "H", "H", "H", "H", "H", "H", "H", "C", "H"],
  "xyz": [[-2.33513, -0.87967, 0.47609], [1.23405, 1.58520, -2.67061], [-0.97506, 0.70139, -0.42675], [-0.40967, -1.74530, -1.64709], [1.02475, 0.11133, -0.46831], [1.96255, -1.34620, 1.40329], [2.91812, -1.51339, 1.70243], [0.04091, -0.74715, -2.18231], [0.24607, 0.50975, -1.23166], [-1.28840, -0.38102, 0.61957], [0.25063, 0.84905, 2.29314], [0.52652, 1.76826, -1.89287], [-1.80520, 1.27403, 2.17503], [0.26083, -0.74219, -3.25550], [1.94192, -2.28136, 1.01028], [-1.34574, -0.37198, 2.83282], [0.35795, 1.73352, 1.80031], [0.60220, 1.04643, 3.20883], [-0.31553, 2.18862, -2.43760], [-0.72854, -1.33448, 0.31656], [1.00017, 0.22484, 1.88637], [1.07333, 2.48489, -1.18752], [-1.09906, 0.39620, 2.08685], [-1.79145, 1.07685, -0.90095]],
  "forces_ev_per_angstrom": [[1.4, 1.7, 0.7], [0.8, -0.1, -0.7], [-0.1, -1.5, 1.9], [0.6, 0.5, -1.2], [-0.8, 0.9, -1.5], [2.8, -3.0, -0.1], [-1.6, 1.3, -0.1], [-0.6, -0.3, 2.0], [-1.3, -2.8, 1.4], [-0.6, 0.9, -0.9], [2.7, 0.5, -1.8], [2.2, 1.9, 0.0], [0.8, -1.1, -0.2], [0.2, 0.2, -0.2], [-1.2, 1.8, 0.3], [0.1, 0.5, 0.1], [0.0, 0.2, -0.4], [-0.5, 0.0, 1.3], [-0.3, 0.2, 0.5], [0.1, 1.7, 1.4], [-1.0, -0.1, 0.1], [-1.3, -0.6, -1.0], [-3.0, -2.8, -1.4], [0.3, -0.3, -0.1]],
  "nbo_charge": [0.2492, 0.2254, -0.6863, -0.5321, 0.2083, -0.9831, 0.4970, 0.4256, -0.1443, -0.2872, -0.6886, -0.6291, 0.2392, 0.1457, 0.5097, 0.2301, 0.4385, 0.4371, 0.2319, 0.2753, 0.4772, 0.2223, -0.2540, 0.3919],
  "homo_lumo_gap_ev": 8.91,
  "relative_energy_kcal_mol": 80.6,
  "total_charge": 1
}

***

{
  "formula": "C4F9NO",
  "method": "ωB97M-V/def2-TZVPD",
  "elements": ["F", "F", "N", "C", "C", "F", "C", "F", "C", "F", "F", "O", "F", "F", "F"],
  "xyz": [[-2.53691, 0.62397, 0.78407], [1.83669, -1.55764, 1.38582], [-1.54651, -1.11359, -0.27946], [1.35160, 1.48360, 0.08114], [-2.70239, -0.28077, -0.19683], [0.71782, 2.29835, 0.93849], [0.74755, 0.09416, 0.07321], [1.03806, -2.19611, -0.52879], [1.66879, -1.10608, 0.09971], [-3.82890, -0.93960, 0.07481], [2.58818, 1.38209, 0.45686], [-0.54903, -0.11894, -0.12909], [2.88021, -0.88464, -0.26141], [-2.87769, 0.34579, -1.33999], [1.21253, 1.96941, -1.15853]],
  "forces_ev_per_angstrom": [[-0.5, 0.0, -0.1], [-0.7, 0.1, 0.1], [2.5, -0.9, 0.3], [-2.7, -1.0, 0.0], [-1.2, 1.6, 1.2], [0.0, 0.1, -0.3], [1.8, -3.0, 0.0], [1.4, 1.8, 0.2], [-2.2, -1.8, 2.1], [0.8, -0.6, -0.2], [1.3, 0.6, 0.0], [-2.4, 2.1, -0.7], [1.3, -0.1, -2.1], [0.0, 0.4, -0.7], [0.5, 0.7, -0.1]],
  "nbo_charge": [-0.3063, -0.3357, 0.0975, 0.9304, 0.9839, -0.3057, 0.2075, -0.3297, 0.9074, -0.2907, -0.2800, -0.4055, -0.2754, -0.2918, -0.3058],
  "homo_lumo_gap_ev": [10.17, 9.03],
  "s2": 2.007,
  "spin_multiplicity": 3
}